The following is a quantum chemistry calculation of 2 unconnected molecules or ions with the total composition C2H5N2O at a distorted geometry, from the OMol25 dataset.

```
10
Properties=species:S:1:pos:R:3
C -0.423 0.132 -0.680
C -0.055 0.918 0.533
N -0.903 1.572 1.352
N -0.092 -0.553 0.561
O -0.755 2.736 1.621
H -1.489 -0.165 -0.887
H 0.079 -0.194 -1.582
H 1.287 1.774 0.784
H -0.996 -0.936 1.067
H 0.738 -1.164 0.505
```

The value obtained for the lowest unoccupied orbital energy (spin up / spin down) is -0.2189 / -0.2189 hartree. For the gap between HOMO and LUMO (spin up / spin down), the calculation gives 8.63 / 8.63 eV. The total charge is +1. The calculation puts the energy above the lowest of the compared OMol25 structures with the same formula, charge and spin at 7.263 eV.

=====

The following is a quantum chemistry calculation of 2 unconnected molecules or ions with the total composition C2H5N2O2 at a distorted geometry, from the OMol25 dataset.

```
11
Properties=species:S:1:pos:R:3
N -0.054 -0.670 -1.335
C -0.834 -1.292 -0.437
N -1.502 -2.362 -0.700
H 0.416 -1.184 -2.058
H 0.469 0.148 -1.017
H -0.994 -0.701 0.469
H -1.834 -2.810 0.149
O 1.598 1.466 0.047
C 0.945 1.477 1.115
O -0.288 1.344 1.271
H 1.502 1.698 2.059
```

The value obtained for the lowest unoccupied orbital energy is 0.1636 hartree. For the gap between HOMO and LUMO, the calculation gives 9.04 eV. The total charge is -1. The calculation puts the energy above the lowest of the compared OMol25 structures with the same formula, charge and spin at 0.206 eV.

=====

The following is a quantum chemistry calculation of a gas-phase ion, C2H5N2O2 (charge +1) at a distorted geometry, from the OMol25 dataset.

```
11
Properties=species:S:1:pos:R:3
C 0.497 1.122 0.206
C -0.264 -0.215 0.268
N 1.695 0.386 -0.097
N 0.916 -0.995 0.204
O 2.860 0.659 -0.130
O 1.174 -2.260 0.024
H 0.271 1.611 -0.674
H 0.633 1.764 1.086
H -0.852 -0.604 1.210
H -0.857 -0.310 -0.738
H 0.697 -2.942 -0.626
```

The value obtained for the lowest unoccupied orbital energy (spin up / spin down) is -0.1639 / -0.2908 hartree. For the gap between HOMO and LUMO (spin up / spin down), the calculation gives 9.31 / 8.57 eV. The total charge is +1. As for the multiplicity: 3. The calculation puts the energy above the lowest of the compared OMol25 structures with the same formula, charge and spin at 1.995 eV.

=====

| no. | electronic energy (hartree) |
| --- | --- |
| 1 | -263.447400 |
| 2 | -339.268070 |
| 3 | -338.628127 |